[1]
Computed, not measured: a cluster of 16 separate species, C49H51Cl45INO5 in total, with ωB97M-V/def2-TZVPD.

Calculated values
E: -634962.71475 eV
HOMO-LUMO gap: 0.2738 hartree
net charge: 0

XYZ file:
```
152
C49H51Cl45INO5 (ωB97M-V/def2-TZVPD)
C 7.86 -0.10 4.05
C 7.47 1.05 3.02
O 6.40 1.69 3.26
O 8.20 1.41 1.84
C 8.16 0.36 0.85
O 9.04 -0.54 0.92
C 7.07 0.26 -0.31
C 5.61 0.25 0.37
C 4.69 1.45 0.05
C 3.29 1.46 0.70
C 2.74 0.35 1.66
C 3.67 -0.83 1.99
C 5.10 -0.86 1.34
C 6.01 -2.11 1.74
C 5.88 -3.37 0.76
C 6.57 -3.17 -0.68
I 6.42 -5.06 -1.82
C 1.22 0.51 2.20
O 0.88 0.18 3.36
C 0.20 1.11 1.11
C -1.28 0.60 0.97
C -1.88 -0.56 1.91
C -1.31 -2.04 1.52
C -2.49 -3.08 1.18
C -3.61 -3.14 2.37
C -1.99 -4.59 0.97
C -2.17 1.22 -0.14
C -1.67 2.33 -1.14
N -2.55 2.88 -2.20
C -0.18 2.79 -0.95
C 0.40 3.87 -1.96
C 0.59 3.25 -3.43
C 1.47 1.93 -3.47
C 2.93 1.97 -4.05
C 3.79 0.67 -4.13
C 3.25 -0.73 -3.67
C 1.82 -0.78 -3.07
C 0.98 0.52 -2.99
C 0.76 2.22 0.14
C 2.27 2.67 0.38
O 2.70 3.85 0.38
H 8.66 -0.82 3.68
H 8.13 0.36 5.07
H 6.91 -0.74 4.23
H 7.13 1.19 -0.99
H 7.25 -0.63 -1.01
H 4.96 2.33 -0.64
H 3.33 -1.66 2.69
H 7.12 -1.87 1.87
H 5.65 -2.46 2.78
H 6.44 -4.25 1.26
H 4.80 -3.73 0.59
H 6.04 -2.39 -1.34
H 7.68 -2.89 -0.62
H -3.02 -0.57 1.72
H -1.74 -0.36 3.03
H -0.71 -2.48 2.39
H -0.62 -1.94 0.60
H -2.98 -2.73 0.20
H -3.74 -4.23 2.72
H -3.23 -2.57 3.30
H -4.58 -2.68 1.99
H -1.23 -4.73 0.13
H -1.60 -5.10 1.92
H -2.94 -5.19 0.67
H -3.24 0.85 -0.27
H -2.19 3.77 -2.56
H -2.71 2.19 -2.95
H 1.38 4.36 -1.63
H -0.37 4.73 -2.05
H -0.46 2.99 -3.82
H 1.11 4.06 -4.08
H 3.43 2.92 -4.42
H 4.87 0.65 -4.54
H 3.86 -1.70 -3.75
H 1.36 -1.75 -2.68
H -0.09 0.49 -2.56
C -4.84 -1.78 -2.18
Cl -6.02 -1.24 -0.97
Cl -3.20 -1.32 -1.70
Cl -4.95 -3.53 -2.40
H -5.07 -1.30 -3.12
C 0.28 -5.06 -3.27
Cl 1.64 -4.57 -4.29
Cl 0.86 -6.04 -1.91
Cl -0.62 -3.66 -2.68
H -0.39 -5.67 -3.87
C -6.31 -4.46 5.11
Cl -6.13 -5.12 3.48
Cl -4.90 -4.84 6.10
Cl -6.58 -2.71 5.04
H -7.19 -4.92 5.57
C 6.05 3.99 6.22
Cl 7.61 3.19 6.39
Cl 4.78 3.07 7.04
Cl 6.13 5.64 6.86
H 5.80 4.05 5.16
C 7.28 8.70 9.48
Cl 6.46 8.36 7.95
Cl 8.96 9.16 9.19
Cl 6.43 9.97 10.37
H 7.27 7.79 10.08
C -9.88 -4.60 2.12
Cl -8.53 -4.10 1.09
Cl -9.30 -5.57 3.48
Cl -10.77 -3.18 2.69
H -10.55 -5.21 1.53
C -13.44 -6.67 1.63
Cl -12.64 -5.75 0.34
Cl -12.62 -6.43 3.18
Cl -15.14 -6.21 1.75
H -13.39 -7.73 1.37
C -9.33 -0.25 -3.46
Cl -10.09 1.34 -3.38
Cl -7.69 -0.14 -4.11
Cl -9.31 -1.01 -1.86
H -9.92 -0.88 -4.13
C 6.05 -3.81 -5.80
Cl 4.30 -3.68 -6.08
Cl 6.87 -4.43 -7.23
Cl 6.72 -2.24 -5.32
H 6.21 -4.51 -4.98
C 6.72 3.80 -5.53
Cl 6.00 4.43 -7.02
Cl 5.90 4.48 -4.11
Cl 6.64 2.03 -5.51
H 7.76 4.10 -5.50
C 6.86 -4.80 -11.03
Cl 7.05 -5.45 -12.66
Cl 8.26 -5.19 -10.03
Cl 6.61 -3.05 -11.09
H 5.98 -5.26 -10.58
C -12.46 0.65 -0.30
Cl -13.19 1.32 -1.77
Cl -13.27 1.29 1.14
Cl -12.53 -1.12 -0.32
H -11.41 0.95 -0.27
C -5.55 4.77 -3.84
Cl -6.27 3.16 -3.97
Cl -4.73 5.21 -5.35
Cl -6.77 5.97 -3.42
H -4.81 4.75 -3.04
C -15.59 2.48 4.39
Cl -16.77 3.02 5.59
Cl -13.95 2.94 4.87
Cl -15.70 0.73 4.15
H -15.82 2.97 3.44
C 9.38 9.98 5.16
Cl 8.21 8.99 4.27
Cl 10.87 10.17 4.22
Cl 8.69 11.56 5.55
H 9.62 9.47 6.09
```

=====

[2]
Computed, not measured: a structure of composition C49H51ClFI3LaNO3P3S4Sb, with ωB97M-V/def2-TZVPD.

Calculated values
E: -177425.56215 eV
HOMO-LUMO gap (alpha / beta): 0.2073 / 0.2036 hartree
net charge: -2
relative energy (zero: lowest compared OMol25 entry of this formula, charge and spin): 2.9799 eV

XYZ file:
```
118
C49H51ClFI3LaNO3P3S4Sb (ωB97M-V/def2-TZVPD)
La 1.41 -1.10 0.44
S 5.22 -1.70 -3.35
Sb 4.28 -2.63 -1.38
S 1.98 -2.85 -1.75
S 4.53 -1.01 0.16
S 5.02 -5.06 -1.29
Cl 0.27 -8.10 2.80
C 0.95 -6.65 2.28
C 2.29 -6.59 1.93
C 2.97 -5.42 1.66
I 5.08 -5.59 1.55
C 2.21 -4.16 1.64
O 2.75 -3.03 1.41
C 0.79 -4.24 1.94
N 0.06 -3.07 1.92
C -1.10 -3.03 2.55
C -1.71 -4.18 3.09
C -1.13 -5.42 2.87
C 0.17 -5.46 2.33
H 2.82 -7.56 1.98
H -1.58 -2.08 2.71
H -2.65 -4.10 3.65
H -1.58 -6.38 3.16
C -3.17 -1.20 0.29
C -3.11 0.33 0.52
P -1.85 0.86 2.01
C -2.61 0.31 3.69
C -3.97 0.50 4.11
C -4.38 0.20 5.43
C -3.47 -0.30 6.37
C -2.19 -0.59 5.98
C -1.78 -0.26 4.66
C -2.18 2.66 2.17
C -2.97 3.38 1.25
C -3.23 4.75 1.35
C -2.70 5.47 2.40
C -1.85 4.83 3.28
C -1.60 3.46 3.18
P -1.79 -1.82 -0.88
C -2.25 -1.07 -2.48
C -3.45 -0.45 -2.83
C -3.65 0.05 -4.11
C -2.69 -0.11 -5.10
C -1.52 -0.78 -4.79
C -1.29 -1.22 -3.50
C -2.23 -3.59 -1.06
C -1.25 -4.56 -0.84
C -1.58 -5.92 -0.92
C -2.86 -6.28 -1.30
C -3.79 -5.33 -1.67
C -3.48 -3.98 -1.53
H -4.20 -1.55 0.08
H -2.86 -1.66 1.24
H -4.13 0.74 0.72
H -2.68 0.82 -0.34
H -4.69 0.95 3.43
H -5.40 0.39 5.76
H -3.80 -0.43 7.42
H -1.43 -1.02 6.66
H -0.72 -0.45 4.43
H -3.42 2.89 0.36
H -3.86 5.25 0.60
H -2.93 6.52 2.52
H -1.33 5.37 4.08
H -0.85 3.06 3.86
H -4.25 -0.37 -2.06
H -4.59 0.57 -4.34
H -2.90 0.16 -6.13
H -0.72 -0.88 -5.53
H -0.37 -1.72 -3.23
H -0.22 -4.24 -0.65
H -0.84 -6.67 -0.65
H -3.08 -7.35 -1.41
H -4.79 -5.61 -2.02
H -4.19 -3.23 -1.87
I 2.98 0.86 3.25
I 4.53 3.16 4.00
O 1.99 -0.59 3.82
O -0.68 0.56 1.31
F 0.33 0.06 -1.23
C 5.28 2.15 -1.41
C 4.22 3.30 -1.19
C 4.37 4.28 -2.39
C 4.59 3.98 0.15
P 2.58 2.38 -1.10
C 2.39 1.91 -2.89
C 3.00 0.72 -3.29
C 2.85 0.17 -4.55
C 2.05 0.83 -5.47
C 1.50 2.05 -5.14
C 1.67 2.58 -3.89
C 1.18 3.70 -0.71
C 1.11 3.61 0.82
C -0.18 3.24 -1.29
C 1.39 5.17 -1.14
H 6.22 2.49 -1.01
H 5.39 1.91 -2.45
H 5.01 1.22 -0.89
H 5.31 4.79 -2.25
H 3.59 5.04 -2.40
H 4.39 3.69 -3.33
H 5.60 4.34 0.15
H 4.51 3.23 0.94
H 3.94 4.84 0.39
H 3.63 0.15 -2.59
H 3.42 -0.74 -4.78
H 1.87 0.41 -6.47
H 0.88 2.59 -5.84
H 1.26 3.55 -3.62
H 0.78 2.63 1.12
H 0.40 4.37 1.21
H 2.09 3.85 1.27
H -0.30 2.15 -1.26
H -0.30 3.62 -2.31
H -0.99 3.73 -0.72
H 2.33 5.56 -0.76
H 0.57 5.74 -0.71
H 1.36 5.28 -2.22
```

=====

[3]
Computed, not measured: a cluster of 2 separate species, C49H51F6N4 in total, with ωB97M-V/def2-TZVPD.

Calculated values
E: -73900.55833 eV
HOMO-LUMO gap: 0.1477 hartree
net charge: +1
relative energy (zero: lowest compared OMol25 entry of this formula, charge and spin): 1.2157 eV

XYZ file:
```
110
C49H51F6N4 (ωB97M-V/def2-TZVPD)
C -2.92 -1.78 1.92
C -2.87 -0.28 1.65
C -3.19 0.52 2.92
C -3.71 0.11 0.43
C -5.06 0.40 0.58
C -5.88 0.59 -0.53
C -5.34 0.49 -1.82
C -3.98 0.21 -2.00
C -3.45 0.14 -3.44
C -3.49 1.51 -4.13
C -4.16 -0.91 -4.29
C -3.17 0.04 -0.87
N -1.78 -0.26 -1.05
N -1.43 -1.33 -1.80
N -0.07 -1.34 -1.78
C 0.66 -2.37 -2.49
C 1.54 -2.03 -3.54
C 1.62 -0.61 -4.10
C 0.33 -0.17 -4.81
C 2.80 -0.39 -5.05
C 2.30 -3.05 -4.11
C 2.12 -4.38 -3.74
C 1.18 -4.71 -2.77
C 0.44 -3.71 -2.13
C -0.54 -4.15 -1.04
C 0.18 -4.81 0.14
C -1.62 -5.09 -1.59
C 0.41 -0.29 -1.04
C 1.82 -0.10 -0.80
C 2.65 -1.16 -0.35
C 4.00 -0.95 -0.18
C 4.81 -2.06 0.45
F 6.10 -2.07 0.03
F 4.82 -1.93 1.82
F 4.28 -3.29 0.18
C 4.61 0.25 -0.55
C 3.80 1.28 -1.00
C 4.44 2.55 -1.49
F 3.53 3.40 -2.06
F 5.05 3.24 -0.47
F 5.40 2.30 -2.43
C 2.42 1.16 -1.02
C -0.66 0.43 -0.56
C -0.67 1.53 0.32
H -2.63 -2.35 1.03
H -2.25 -2.06 2.74
H -3.95 -2.08 2.19
H -1.83 -0.03 1.41
H -3.24 1.59 2.70
H -4.14 0.19 3.36
H -2.39 0.37 3.66
H -5.48 0.46 1.59
H -6.94 0.82 -0.41
H -5.97 0.64 -2.70
H -2.41 -0.16 -3.36
H -2.97 2.27 -3.54
H -3.01 1.45 -5.11
H -4.53 1.83 -4.28
H -4.07 -1.90 -3.83
H -5.22 -0.67 -4.40
H -3.71 -0.95 -5.29
H 1.77 0.06 -3.24
H -0.55 -0.25 -4.16
H 0.42 0.88 -5.13
H 0.16 -0.79 -5.70
H 3.74 -0.72 -4.60
H 2.63 -0.92 -6.00
H 2.89 0.68 -5.28
H 3.04 -2.80 -4.87
H 2.72 -5.17 -4.21
H 1.00 -5.75 -2.49
H -1.05 -3.25 -0.68
H 0.98 -4.16 0.53
H -0.52 -5.01 0.95
H 0.63 -5.76 -0.17
H -2.18 -4.61 -2.39
H -1.16 -6.01 -1.97
H -2.32 -5.36 -0.79
H 2.21 -2.12 -0.12
H 5.69 0.36 -0.48
H 1.79 2.00 -1.29
H 0.22 2.14 0.33
H -1.65 1.92 0.60
C 0.39 3.19 6.97
N 0.71 3.05 5.55
C 0.80 1.76 5.05
C 0.56 0.65 5.88
C 0.68 -0.64 5.38
C 1.06 -0.86 4.04
C 1.29 0.22 3.20
C 1.12 1.56 3.66
C 1.27 2.67 2.82
C 1.29 3.96 3.36
C 0.95 4.16 4.76
C 0.88 5.47 5.26
C 1.19 6.57 4.46
C 1.58 6.38 3.12
C 1.64 5.10 2.60
H 0.39 4.23 7.28
H -0.60 2.76 7.19
H 1.14 2.66 7.58
H 0.29 0.80 6.92
H 0.49 -1.49 6.04
H 1.18 -1.87 3.67
H 1.59 0.08 2.17
H 1.59 2.52 1.79
H 0.58 5.67 6.29
H 1.13 7.57 4.88
H 1.84 7.24 2.51
H 1.96 4.94 1.57
```

=====

[4]
Computed, not measured: a cluster of 3 separate species, C49H51N4O7Si in total, with ωB97M-V/def2-TZVPD.

Calculated values
E: -79785.72918 eV
HOMO-LUMO gap: 0.1829 hartree
net charge: +1

XYZ file:
```
112
C49H51N4O7Si (ωB97M-V/def2-TZVPD)
C 3.69 -3.28 5.81
C 2.97 -2.89 4.36
O 2.04 -1.76 4.52
C 2.39 -0.71 3.53
C 1.84 -0.89 2.03
C 0.94 -2.17 1.57
C -0.51 -2.05 2.37
C -1.71 -1.44 1.43
N -2.92 -1.07 2.32
C -4.23 -1.36 1.61
C -5.39 -0.20 1.89
C -6.07 0.04 3.39
C -7.21 1.24 3.66
C -7.75 2.24 2.45
C -7.10 1.98 0.95
C -5.96 0.80 0.69
O -5.45 0.69 -0.71
C 2.29 0.39 1.14
C 1.86 0.49 -0.44
N 2.94 -0.05 -1.41
C 3.87 -1.02 -0.71
C 3.15 1.47 1.93
Si 3.66 3.06 0.88
C 2.05 4.08 0.64
C 4.63 2.64 -0.73
C 4.86 4.20 1.95
N 3.65 1.52 3.30
N 3.21 0.42 3.95
O 3.64 0.39 5.26
H 3.59 -2.32 6.51
H 3.15 -4.18 6.34
H 4.82 -3.61 5.67
H 2.37 -3.86 4.00
H 3.78 -2.68 3.53
H 1.41 -3.19 1.90
H 0.69 -2.21 0.42
H -0.34 -1.26 3.24
H -0.78 -3.06 2.90
H -1.38 -0.41 0.93
H -2.07 -2.22 0.61
H -2.86 -1.58 3.24
H -4.11 -1.45 0.45
H -4.72 -2.38 1.97
H -5.76 -0.59 4.35
H -7.68 1.41 4.72
H -8.54 3.10 2.63
H -7.49 2.68 0.07
H -6.27 0.68 -1.31
H 1.43 1.53 -0.78
H 0.95 -0.28 -0.57
H 2.43 -0.57 -2.18
H 4.49 -1.56 -1.57
H 3.33 -1.88 -0.11
H 4.67 -0.42 -0.08
H 1.19 3.53 0.07
H 1.62 4.30 1.73
H 2.27 5.12 0.13
H 5.34 1.70 -0.65
H 3.80 2.44 -1.57
H 5.19 3.62 -1.09
H 5.99 3.92 1.82
H 4.63 5.33 1.64
H 4.55 4.14 3.10
H 4.58 0.02 5.23
C 12.19 -2.62 1.90
C 10.91 -3.06 2.23
C 9.82 -2.66 1.46
C 10.00 -1.79 0.37
C 11.28 -1.33 0.06
C 12.38 -1.75 0.83
C 11.49 -0.38 -1.05
O 12.61 0.02 -1.32
C 10.32 0.08 -1.82
C 10.49 1.02 -2.84
C 9.39 1.45 -3.59
C 8.12 0.94 -3.33
C 7.95 0.00 -2.31
C 9.05 -0.42 -1.55
C 8.84 -1.39 -0.45
O 7.73 -1.84 -0.21
H 13.04 -2.94 2.50
H 10.76 -3.73 3.08
H 8.82 -3.01 1.71
H 13.38 -1.41 0.58
H 11.47 1.43 -3.06
H 9.52 2.19 -4.38
H 7.26 1.26 -3.91
H 6.95 -0.40 -2.10
C -10.70 -3.25 -4.84
C -12.04 -3.07 -5.19
C -12.63 -1.80 -5.09
C -11.87 -0.72 -4.62
C -10.54 -0.90 -4.24
C -9.95 -2.17 -4.37
C -9.76 0.22 -3.70
O -8.59 0.06 -3.38
C -10.40 1.54 -3.55
C -9.68 2.60 -2.98
C -10.28 3.86 -2.85
C -11.59 4.06 -3.29
C -12.31 3.00 -3.85
C -11.72 1.74 -3.97
C -12.50 0.62 -4.53
O -13.65 0.79 -4.91
H -10.24 -4.23 -4.93
H -12.63 -3.91 -5.55
H -13.67 -1.67 -5.37
H -8.91 -2.32 -4.09
H -8.66 2.46 -2.64
H -9.72 4.68 -2.40
H -12.05 5.04 -3.19
H -13.33 3.16 -4.18
```